Record 1
Computed, not measured: a structure of composition C41H58N5O2PbSe, with the ωB97M-V functional and the def2-TZVPD basis.

Summary:
LUMO (spin up / spin down)	-4.6 / -4.9	eV
Kohn-Sham gap (spin up / spin down)	5.023 / 4.776	eV
relative energy (zero: lowest compared OMol25 entry of this formula, charge and spin)	0.424	eV
net charge	+1

XYZ file:
```
108
Properties=species:S:1:pos:R:3:forces:R:3:lowdin_charge:R:1
Pb -0.5202 -0.5748 0.1385 -0.1764 -0.1981 0.0604 1.547
C 1.9598 -2.8613 -0.0394 -0.0058 0.0393 -0.0001 -0.091
N 1.5992 -1.8235 -1.0225 -0.0473 0.0675 0.0815 -0.345
C 1.2302 -2.4468 -2.2987 0.0104 -0.0891 0.0365 -0.087
C 2.7160 -0.8823 -1.2201 -0.0626 0.0597 0.0380 -0.193
C 2.7553 0.2560 -0.2111 -0.0716 -0.0289 0.0322 -0.172
N 1.5703 1.1284 -0.2162 0.0263 0.0525 0.0911 -0.223
C 1.3666 1.7151 -1.5541 -0.1837 -0.0028 0.0222 -0.133
C 0.3440 2.8246 -1.6512 0.0559 -0.0282 -0.0331 -0.110
C 0.7542 4.0703 -2.0080 0.0058 0.1171 0.0077 0.028
C -0.1540 5.1426 -2.1973 -0.0810 -0.0606 0.0217 -0.100
C -1.5234 4.9001 -1.9983 0.0810 0.0130 0.0237 0.054
C -2.0263 3.6728 -1.6314 0.0260 0.0120 -0.0056 -0.034
C -1.0781 2.5689 -1.4655 -0.0777 0.0807 0.0805 -0.274
O -1.4796 1.4182 -1.1744 0.1228 -0.0161 -0.2296 -0.143
C -3.5182 3.4453 -1.4009 0.0408 -0.0986 0.0071 -0.528
C -4.3346 4.7171 -1.6489 0.0364 0.0147 -0.0082 -0.061
C -3.7537 3.0148 0.0607 0.0248 0.0311 -0.0345 -0.024
C -4.0446 2.3595 -2.3620 0.0485 -0.0008 0.0153 -0.030
C 0.3861 6.4996 -2.6082 0.0392 0.0036 0.0127 -0.555
C 1.3861 6.9795 -1.5400 -0.0044 -0.0066 0.0097 -0.033
C 1.1101 6.3492 -3.9585 -0.0095 -0.0020 -0.0030 -0.032
C -0.7146 7.5507 -2.7570 0.0011 -0.0010 0.0028 -0.055
C 1.7149 2.1891 0.8056 -0.0554 -0.1530 0.0308 -0.114
C 1.8726 1.6761 2.2139 -0.0496 0.0195 -0.0736 -0.117
C 3.0342 1.8455 2.8913 0.1068 0.0043 0.0632 0.026
C 3.1857 1.3944 4.2302 -0.0940 -0.0284 0.0088 -0.106
C 2.0968 0.7728 4.8471 0.0581 0.0241 -0.0598 0.041
C 0.8679 0.5791 4.2408 0.0335 -0.0642 0.0272 -0.023
C 0.7309 1.0420 2.8650 0.0889 -0.0803 0.0326 -0.278
O -0.3293 0.8983 2.2108 -0.0624 0.1039 -0.1491 -0.126
C -0.2196 -0.1782 5.0113 0.0149 -0.0009 -0.0723 -0.518
C -0.4048 0.4553 6.4033 0.0368 0.0452 -0.0604 -0.038
C -1.5999 -0.2111 4.3423 -0.0283 0.0431 -0.0324 -0.052
C 0.2638 -1.6368 5.1631 0.0303 0.0963 0.0064 -0.031
C 4.5091 1.6205 4.9381 0.0304 0.0252 0.0122 -0.554
C 4.5467 0.9884 6.3314 0.0013 0.0190 -0.0384 -0.055
C 5.6497 1.0202 4.0965 -0.0203 -0.0125 0.0058 -0.037
C 4.7207 3.1405 5.0776 0.0090 -0.0268 -0.0066 -0.031
H 2.8680 -3.3929 -0.3483 -0.0126 0.0177 -0.0105 0.101
H 1.1458 -3.5763 0.0618 -0.0174 0.0421 0.0171 0.079
H 2.1271 -2.4176 0.9445 0.0219 -0.0019 -0.0547 0.087
H 2.0756 -2.9876 -2.7424 -0.0060 0.0178 0.0144 0.104
H 0.8947 -1.6857 -3.0059 0.0133 -0.0098 0.0296 0.083
H 0.4176 -3.1555 -2.1391 0.0105 0.0269 0.0082 0.085
H 2.6691 -0.4902 -2.2357 -0.0401 0.0052 -0.0033 0.113
H 3.6695 -1.4151 -1.1421 0.0546 -0.0497 -0.0481 0.133
H 3.6636 0.8486 -0.4029 0.0134 -0.0097 -0.0010 0.139
H 2.8533 -0.1603 0.7941 0.0335 0.0390 0.0008 0.121
H 1.0681 0.9124 -2.2383 0.0124 0.0271 0.0603 0.120
H 2.3196 2.1180 -1.9222 0.0360 -0.0090 -0.0527 0.135
H 1.8150 4.2437 -2.1535 -0.0576 0.0300 -0.0182 0.121
H -2.2116 5.7194 -2.1351 0.0354 -0.0145 -0.0042 0.092
H -4.0420 5.5311 -0.9808 -0.0108 -0.0312 -0.0363 0.092
H -5.3853 4.4978 -1.4553 0.0224 0.0132 -0.0071 0.092
H -4.2555 5.0607 -2.6836 0.0045 -0.0031 0.0462 0.094
H -3.4237 3.7955 0.7511 -0.0173 -0.0296 -0.0270 0.095
H -3.2300 2.0927 0.3024 -0.0087 0.0052 -0.0031 0.072
H -4.8221 2.8550 0.2187 0.0260 0.0094 0.0015 0.094
H -3.8259 2.6217 -3.4013 -0.0199 -0.0094 0.0460 0.096
H -5.1288 2.2846 -2.2567 0.0306 0.0044 -0.0029 0.092
H -3.6108 1.3850 -2.1434 -0.0250 0.0575 -0.0175 0.061
H 2.2429 6.3077 -1.4488 -0.0522 0.0469 -0.0035 0.079
H 0.9051 7.0579 -0.5618 0.0240 0.0067 -0.0433 0.095
H 1.7646 7.9667 -1.8135 -0.0073 -0.0466 0.0098 0.094
H 1.9427 5.6447 -3.9009 -0.0394 0.0468 -0.0106 0.080
H 1.5108 7.3171 -4.2657 -0.0051 -0.0303 0.0037 0.094
H 0.4210 6.0037 -4.7327 0.0368 0.0164 0.0241 0.096
H -1.2542 7.7118 -1.8203 0.0235 -0.0055 -0.0431 0.094
H -1.4326 7.2794 -3.5349 0.0267 0.0169 0.0429 0.093
H -0.2616 8.5008 -3.0434 -0.0235 -0.0218 0.0011 0.093
H 0.8245 2.8152 0.7639 -0.0485 0.0124 -0.0356 0.134
H 2.5811 2.8202 0.5607 0.0102 0.0245 0.0101 0.138
H 3.8666 2.3335 2.3932 -0.0474 -0.0266 0.0641 0.122
H 2.2286 0.4063 5.8527 -0.0251 0.0058 0.0432 0.099
H -0.7232 1.4976 6.3175 0.0099 -0.0505 0.0091 0.095
H 0.4968 0.4219 7.0148 0.0157 -0.0038 -0.0244 0.076
H -1.1811 -0.0927 6.9380 0.0110 0.0027 -0.0004 0.091
H -1.9717 0.7905 4.1189 0.0061 -0.0623 0.0280 0.090
H -2.2951 -0.6862 5.0367 0.0139 -0.0097 -0.0031 0.093
H -1.5970 -0.7942 3.4226 -0.0107 0.0241 0.0797 0.052
H 1.1917 -1.6962 5.7367 -0.0323 -0.0047 -0.0149 0.086
H 0.4276 -2.0979 4.1863 -0.0146 0.0040 0.0500 0.061
H -0.4992 -2.2242 5.6780 0.0345 0.0229 -0.0231 0.091
H 4.3776 -0.0904 6.2918 0.0114 0.0386 0.0095 0.094
H 3.8095 1.4362 7.0016 0.0189 -0.0273 -0.0275 0.092
H 5.5317 1.1536 6.7697 -0.0229 -0.0037 0.0040 0.092
H 5.5056 -0.0537 3.9521 0.0137 0.0497 0.0107 0.095
H 6.5989 1.1685 4.6150 -0.0256 -0.0057 -0.0256 0.092
H 5.7327 1.4926 3.1152 -0.0029 -0.0322 0.0593 0.076
H 3.9105 3.5956 5.6519 0.0418 -0.0165 -0.0193 0.095
H 4.7700 3.6336 4.1038 0.0005 -0.0203 0.0595 0.081
H 5.6606 3.3306 5.6006 -0.0342 0.0051 -0.0296 0.093
Se -1.1004 -4.8613 3.2518 -0.0117 -0.1212 0.0669 0.554
C -1.0191 -3.4674 2.1893 0.0866 0.4383 -0.3409 -1.018
N -0.9497 -2.5315 1.4714 -0.0123 -0.3498 0.1606 -0.143
N -4.7663 -4.4241 -5.5197 0.0900 0.1076 0.1371 0.190
C -4.2074 -3.8562 -4.6916 -0.0286 -0.0569 -0.0426 -0.155
C -3.4953 -3.1457 -3.6573 -0.0572 -0.0235 -0.1113 -0.202
C -2.9145 -1.9118 -3.9340 -0.0448 0.0104 -0.0802 0.010
C -2.2358 -1.2690 -2.9182 0.0173 -0.0030 0.1494 -0.138
N -2.1124 -1.7836 -1.6900 -0.0313 -0.0910 -0.0953 -0.029
C -2.6814 -2.9658 -1.4283 0.1173 0.1192 0.0785 -0.106
C -3.3827 -3.6825 -2.3822 -0.0433 -0.0616 0.0069 0.019
H -3.0000 -1.4688 -4.9168 0.0198 -0.0053 0.0371 0.128
H -1.7794 -0.2969 -3.0823 -0.0288 -0.0682 0.0211 0.104
H -2.5580 -3.3437 -0.4174 0.0029 0.0268 -0.0703 0.101
H -3.8306 -4.6362 -2.1402 0.0192 0.0213 0.0173 0.132
```
Positions in Å, forces in eV/Å.

***

Record 2
Computed, not measured: a structure of composition C41H59AsBFMnN7O3P3S at a distorted geometry, with the ωB97M-V functional and the def2-TZVPD basis.

Summary:
LUMO (spin up / spin down)	-3.0 / -2.3	eV
multiplicity	5
Kohn-Sham gap (spin up / spin down)	7.179 / 7.917	eV
relative energy (zero: lowest compared OMol25 entry of this formula, charge and spin)	0.000	eV
net charge	+1

XYZ file:
```
118
Properties=species:S:1:pos:R:3:forces:R:3:lowdin_charge:R:1
Mn -0.1044 -0.0757 0.0885 0.4174 0.2242 1.0238 0.767
C -0.8026 -0.7727 4.7065 0.1468 -0.0522 -0.0205 -0.070
N 0.6206 -0.5972 4.3651 -0.1321 0.0488 0.4262 -0.280
C 1.5652 -0.9940 5.4101 -0.1003 -0.0588 -0.1328 -0.087
P 1.0062 0.4172 3.1725 -0.3053 -0.3076 -0.4568 0.497
O 0.0219 0.3610 2.0507 -0.0329 0.1431 0.1464 -0.371
O 2.4670 -0.0748 2.6612 0.0093 -0.0120 -0.0699 -0.240
P 2.8971 -0.4062 1.1411 0.0224 0.1347 -0.0010 0.503
O 1.8598 0.1038 0.1825 -0.2018 -0.0973 -0.0860 -0.353
N 4.2719 0.3760 0.8145 0.1872 -0.0239 -0.2153 -0.281
C 4.3539 1.5086 -0.1121 0.0186 0.0089 0.1453 -0.067
C 5.5441 -0.0355 1.4043 -0.0393 0.0746 -0.0116 -0.071
N 3.1598 -2.0022 1.1853 -0.1533 -0.2300 -0.0297 -0.271
C 3.0978 -2.6861 -0.1219 0.1403 0.0319 0.0762 -0.056
C 2.8884 -2.8494 2.3492 0.0449 -0.0540 -0.0668 -0.084
N 1.2459 1.9361 3.6843 0.2172 0.3285 0.1301 -0.267
C 1.8532 2.8453 2.7071 -0.0406 -0.0334 0.1340 -0.097
C 1.5503 2.2554 5.0787 -0.0218 0.0461 -0.0996 -0.067
H -1.1119 -0.0792 5.4930 0.0264 -0.0053 0.0145 0.090
H -0.9467 -1.7944 5.0560 0.0009 -0.0136 -0.0200 0.089
H -1.4221 -0.6209 3.8266 0.0242 0.0226 -0.0196 0.072
H 1.3759 -0.4631 6.3447 -0.0093 0.0138 0.0263 0.085
H 2.5916 -0.8037 5.1018 -0.0146 0.0386 -0.0275 0.079
H 1.4559 -2.0634 5.5952 0.0050 -0.0161 -0.0021 0.093
H 3.3871 1.6996 -0.5656 -0.0387 -0.0321 0.0048 0.067
H 5.0703 1.2803 -0.9024 0.0112 -0.0118 -0.0019 0.096
H 4.6893 2.4080 0.4099 0.0193 -0.0064 0.0263 0.086
H 5.4166 -0.9147 2.0315 -0.0535 -0.0068 -0.0026 0.078
H 5.9557 0.7712 2.0132 0.0130 0.0104 0.0077 0.091
H 6.2598 -0.2799 0.6177 0.0019 0.0078 -0.0182 0.094
H 3.4882 -2.0439 -0.9114 -0.0064 0.0589 0.0295 0.094
H 2.0740 -2.9601 -0.3779 -0.0178 0.0222 -0.0120 0.056
H 3.7204 -3.5799 -0.0806 0.0195 0.0096 0.0282 0.093
H 3.1918 -2.3476 3.2640 0.0002 0.0163 0.0005 0.069
H 3.4920 -3.7515 2.2474 0.0110 -0.0155 0.0012 0.093
H 1.8312 -3.1209 2.4216 0.0693 0.0448 -0.0059 0.030
H 1.5279 2.5895 1.6971 -0.0068 -0.0443 0.0268 0.062
H 2.9477 2.7977 2.7486 0.0029 0.0191 0.0102 0.097
H 1.5380 3.8667 2.9200 0.0174 0.0054 -0.0085 0.076
H 0.9210 1.6797 5.7512 -0.0256 -0.0462 -0.0141 0.073
H 1.3292 3.3094 5.2418 -0.0017 0.0198 0.0022 0.095
H 2.6025 2.0808 5.3255 0.0034 0.0084 0.0022 0.095
B 0.3474 -1.8478 -4.1250 0.0558 0.0121 -0.1507 -0.404
C 0.2109 -1.3005 -2.6696 -0.0404 -0.0631 -0.2016 -0.154
N 0.0972 -0.8382 -1.6167 0.0650 -0.2771 -0.5542 0.049
H -0.6534 -2.4976 -4.3549 0.1429 0.0377 0.0422 0.018
H 1.3762 -2.4983 -4.1737 -0.1277 0.0509 0.0233 0.011
H 0.4145 -0.8493 -4.8262 -0.0119 -0.1634 0.1129 0.015
F -1.8288 -0.2068 0.0735 -0.3443 0.1361 -0.0453 -0.401
C -0.0152 4.2033 -0.1146 0.1262 -0.1200 -0.1247 -0.392
C 1.0108 4.4476 -1.2148 -0.0943 -0.0698 0.0831 -0.424
As 1.5288 6.3354 -1.4949 0.0282 0.0670 -0.0592 1.305
C -0.2874 6.9959 -1.7688 -0.0629 0.0451 -0.0162 -0.416
C -1.2146 7.2704 -0.7630 -0.0281 0.0245 -0.0839 -0.133
C -2.5083 7.6605 -1.0861 0.0386 -0.0188 -0.0277 -0.080
C -2.8907 7.7794 -2.4169 0.0342 -0.0101 0.0238 -0.088
C -1.9754 7.5095 -3.4241 0.0143 -0.0177 0.0255 -0.087
C -0.6804 7.1240 -3.1002 -0.0667 0.0290 0.0513 -0.129
C 1.8653 6.8257 0.3623 0.0157 0.0224 0.0510 -0.419
C 2.5853 5.9510 1.1741 0.0175 0.0603 0.0698 -0.146
C 2.9416 6.3092 2.4685 -0.0164 0.0290 -0.0458 -0.102
C 2.5860 7.5553 2.9676 -0.0127 -0.0094 -0.0298 -0.086
C 1.8903 8.4437 2.1585 0.0040 -0.0312 -0.0272 -0.075
C 1.5385 8.0844 0.8628 0.0562 -0.0390 0.0698 -0.116
P -0.8114 2.5454 -0.2445 -0.2061 -0.1938 -0.0709 1.067
C -2.1166 2.6707 1.0286 0.1005 0.0784 0.0418 -0.362
C -3.4031 2.1805 0.8192 -0.0212 -0.0410 0.0142 -0.093
C -4.3487 2.2358 1.8335 0.0358 0.0086 -0.0073 -0.065
C -4.0192 2.7699 3.0721 0.0169 -0.0094 -0.0047 -0.082
C -2.7344 3.2453 3.2967 0.0053 -0.0240 -0.0526 -0.082
C -1.7899 3.1918 2.2807 -0.0370 0.0220 0.0213 -0.102
C -1.6711 2.7449 -1.8351 0.0072 0.0737 -0.0563 -0.369
C -2.6803 3.6974 -1.9917 0.0063 0.0206 -0.0119 -0.090
C -3.2471 3.9136 -3.2364 0.0096 -0.0038 -0.0057 -0.071
C -2.8111 3.1856 -4.3387 0.0213 -0.0160 0.0161 -0.068
C -1.8006 2.2463 -4.1972 -0.0361 0.0383 0.0678 -0.059
C -1.2296 2.0321 -2.9479 -0.0072 -0.0276 0.0268 -0.090
H -0.8466 4.9048 -0.1892 0.0433 0.0786 0.0045 0.061
H 0.4343 4.3309 0.8688 -0.0320 0.0340 -0.0132 0.040
H 0.6155 4.1527 -2.1894 0.0017 -0.0505 -0.0048 0.054
H 1.9217 3.8649 -1.0555 -0.0041 -0.0229 0.0029 0.045
H -0.9336 7.1832 0.2793 0.0140 0.0111 0.0092 0.096
H -3.2184 7.8717 -0.2960 0.0087 0.0058 -0.0102 0.106
H -3.8973 8.0907 -2.6663 0.0118 -0.0091 0.0051 0.105
H -2.2651 7.6047 -4.4631 0.0052 0.0005 0.0155 0.106
H 0.0311 6.9255 -3.8939 0.0068 0.0015 -0.0025 0.091
H 2.8903 4.9834 0.7860 -0.0190 -0.0082 0.0203 0.086
H 3.5101 5.6217 3.0848 -0.0012 0.0130 -0.0085 0.098
H 2.8635 7.8391 3.9748 -0.0036 -0.0014 -0.0172 0.104
H 1.6263 9.4245 2.5335 0.0011 -0.0142 -0.0052 0.107
H 1.0106 8.7962 0.2400 -0.0263 -0.0047 -0.0052 0.104
H -3.6652 1.7406 -0.1339 0.0025 0.0199 -0.0105 0.109
H -5.3469 1.8570 1.6542 0.0170 0.0029 0.0007 0.109
H -4.7612 2.8152 3.8594 0.0102 0.0008 -0.0163 0.104
H -2.4687 3.6637 4.2602 -0.0019 -0.0046 -0.0211 0.102
H -0.7888 3.5578 2.4769 -0.0505 0.0087 0.0032 0.079
H -3.0254 4.2754 -1.1410 0.0110 -0.0127 -0.0096 0.110
H -4.0284 4.6549 -3.3470 0.0123 -0.0097 -0.0066 0.106
H -3.2595 3.3544 -5.3094 -0.0029 -0.0006 0.0105 0.107
H -1.4573 1.6728 -5.0488 0.0044 0.0166 0.0232 0.110
H -0.4350 1.3039 -2.8481 -0.0321 0.0063 0.0058 0.075
C 0.0920 -7.6017 1.9927 -0.0178 0.0403 0.0087 0.000
C 0.0988 -6.4682 1.0208 -0.0334 -0.0524 0.1882 -0.264
C 0.3765 -6.5709 -0.3021 0.0322 -0.0621 -0.1169 0.032
C 0.3274 -5.3940 -1.0845 -0.0319 0.2079 -0.0752 -0.278
N 0.0435 -4.2062 -0.5746 0.0876 -0.1369 0.1893 0.113
C -0.2206 -4.0938 0.7466 -0.1332 0.0680 -0.4561 -0.787
S -0.6196 -2.6393 1.4939 0.2682 -0.0866 0.0253 0.723
N -0.1909 -5.2348 1.5047 -0.0610 -0.0102 0.1778 0.100
C 0.6194 -5.4507 -2.5480 -0.0200 -0.0039 0.0620 -0.001
H 0.2951 -8.5394 1.4838 0.0028 -0.0030 -0.0010 0.090
H -0.8770 -7.6774 2.4898 0.0101 0.0062 -0.0197 0.098
H 0.8531 -7.4490 2.7604 -0.0080 -0.0044 -0.0093 0.096
H 0.6163 -7.5276 -0.7419 -0.0196 0.0224 -0.0119 0.127
H -0.4395 -5.1179 2.4779 0.0213 -0.0213 0.0071 0.140
H 0.3410 -6.4141 -2.9736 0.0128 0.0172 0.0173 0.089
H 1.6923 -5.3107 -2.7038 0.0116 -0.0026 -0.0013 0.100
H 0.1096 -4.6418 -3.0624 -0.0143 0.0686 -0.0590 0.068
```
Positions in Å, forces in eV/Å.